[1]
C2H5N3S2 | wB97M-V/def2-TZVPD

Element x y z (Å)
H1 3.02 -0.26 -0.69
S1 -2.31 3.05 0.13
C1 -1.58 1.73 0.60
N1 -0.89 -0.70 -0.35
S2 -1.24 0.85 -0.84
C2 0.14 -1.14 0.46
H2 -0.66 1.53 1.53
H3 -1.54 -1.46 -0.31
H4 0.02 -1.72 1.36
N2 1.45 -0.83 0.41
H5 1.71 -0.88 -1.58
N3 1.90 -0.14 -0.74

The HOMO energy is -8.4938 eV. The value obtained for the orbital gap is 7.79 eV. The energy above the lowest of the compared OMol25 structures with the same formula, charge and spin is 119.2 kcal/mol. The calculation puts the energy at -28291.497 eV.

natural (NBO) population analysis, charges in e, atoms 1 to 8: atom 1 (H): 0.358, atom 2 (S): 0.100, atom 3 (C): -0.578, atom 4 (N): -0.848, atom 5 (S): 0.584, atom 6 (C): 0.163, atom 7 (H): 0.254, atom 8 (H): 0.398

---

[2]
C24H26ClFN4O4 | wB97M-V/def2-TZVPD

Element x y z (Å)
C1 -4.23 1.28 0.73
H1 3.09 -2.11 -1.16
C2 3.77 3.86 -0.41
O1 0.17 2.13 -1.79
C3 -4.82 -1.04 0.37
H2 -3.10 -4.38 -2.78
C4 -3.17 1.15 -0.16
H3 3.10 4.39 -1.08
H4 1.60 3.09 1.59
C5 3.94 -2.08 -0.50
C6 5.45 -0.83 0.91
H5 -5.44 -2.70 -1.74
C7 4.68 -3.22 -0.28
C8 6.20 -1.97 1.13
N1 -2.29 2.19 -0.45
C9 -5.13 -2.95 1.72
H6 -0.92 5.16 0.05
H7 -4.80 -4.64 -3.19
C10 3.37 2.43 -0.31
H8 -1.61 1.98 -1.19
C11 2.07 1.87 -0.44
C12 -0.92 4.15 -0.37
C13 4.32 -0.88 0.11
H9 -6.18 -1.99 3.34
C14 -5.17 -2.31 3.10
F1 6.52 -4.27 0.75
H10 -3.97 -3.16 -3.70
O2 -2.78 3.78 1.12
C15 -5.04 0.19 0.98
H11 -4.59 -3.97 -0.82
H12 -4.11 -3.26 1.48
N2 0.33 3.49 -0.01
C16 -4.48 -3.22 -1.61
C17 0.83 3.80 1.31
C18 -3.78 -1.16 -0.57
H13 7.08 -1.95 1.75
H14 -4.51 -1.45 3.14
H15 3.73 4.33 0.57
C19 -4.06 -3.89 -2.91
H16 4.41 -4.16 -0.74
H17 5.74 0.12 1.34
H18 0.01 3.75 2.03
N3 3.60 0.31 -0.10
Cl1 1.09 -0.71 -0.26
H19 -0.98 4.20 -1.46
N4 4.25 1.48 -0.11
H20 4.79 3.92 -0.79
C20 -2.97 -0.06 -0.81
H21 1.25 4.81 1.33
H22 -5.86 0.27 1.67
H23 -4.84 -3.03 3.84
H24 -4.41 2.22 1.23
C21 5.80 -3.15 0.54
O3 -3.46 -2.29 -1.27
H25 -2.16 -0.17 -1.52
H26 -5.78 -3.83 1.69
O4 -5.65 -2.11 0.69
C22 -2.12 3.37 0.19
C23 0.79 2.50 -0.80
C24 2.27 0.51 -0.31

The HOMO energy is -8.1030 eV. The value obtained for the orbital gap is 8.66 eV. As for the SMILES: CCOc1ccc(NC(=O)CN(C)C(=O)c2c(C)nn(-c3ccc(F)cc3)c2Cl)cc1OCC. The calculation puts the energy at -54700.490 eV.

natural (NBO) population analysis, charges in e, atoms 1 to 8: atom 1 (C): -0.259, atom 2 (H): 0.234, atom 3 (C): -0.646, atom 4 (O): -0.650, atom 5 (C): 0.168, atom 6 (H): 0.210, atom 7 (C): 0.160, atom 8 (H): 0.226

---

[3]
C4H11NP | wB97M-V/def2-TZVPD

Element x y z (Å)
H1 -0.31 -2.60 -2.95
H2 -1.58 2.00 1.33
N1 0.34 -1.90 -2.52
C1 -1.71 1.45 2.32
C2 0.36 -0.02 -0.97
H3 1.42 -2.00 -2.51
H4 3.63 1.00 0.34
H5 0.55 0.70 -1.82
H6 -1.42 -1.25 -1.68
H7 1.27 -0.28 -0.39
H8 -1.14 2.01 3.20
H9 -2.69 1.27 2.72
H10 -0.40 0.45 -0.41
P1 -0.18 -1.12 2.19
C3 -0.99 0.19 2.19
C4 -0.25 -1.15 -1.72
H11 3.09 1.25 0.66

The HOMO energy is -12.5643 eV. As for the charge: +1. The value obtained for the orbital gap is 7.80 eV. The energy above the lowest of the compared OMol25 structures with the same formula, charge and spin is 81.3 kcal/mol. The calculation puts the energy at -15094.815 eV.

natural (NBO) population analysis, charges in e, atoms 1 to 8: atom 1 (H): 0.455, atom 2 (H): 0.242, atom 3 (N): -0.626, atom 4 (C): -0.735, atom 5 (C): -0.717, atom 6 (H): 0.462, atom 7 (H): 0.008, atom 8 (H): 0.279

---

[4]
C4H6O2 | wB97M-V/def2-TZVPD

Element x y z (Å)
H1 -1.32 -0.53 -0.99
C1 -0.88 1.54 -0.58
C2 -0.70 0.01 -0.25
H2 0.57 -2.10 1.17
O1 -0.07 1.98 -1.36
H3 -1.62 2.34 -0.39
H4 1.49 0.42 -0.32
H5 1.06 -0.56 1.93
H6 1.06 -1.14 -1.06
C3 0.78 -0.42 -0.29
O2 -0.87 -0.54 1.06
C4 0.50 -1.00 1.09

The HOMO energy is -9.5892 eV. The value obtained for the orbital gap is 10.46 eV. The energy above the lowest of the compared OMol25 structures with the same formula, charge and spin is 56.5 kcal/mol. As for the SMILES: O=C[C@H]1CCO1. The calculation puts the energy at -8338.010 eV.

natural (NBO) population analysis, charges in e, atoms 1 to 8: atom 1 (H): 0.193, atom 2 (C): 0.375, atom 3 (C): 0.020, atom 4 (H): 0.175, atom 5 (O): -0.525, atom 6 (H): 0.159, atom 7 (H): 0.230, atom 8 (H): 0.176

---

Number 1 is which compound?
C2H5N3S2

---

Number 3 is which compound?
C4H11NP

---

What did the fourth record say?
C4H6O2 | wB97M-V/def2-TZVPD

Element x y z (Å)
H1 -1.32 -0.53 -0.99
C1 -0.88 1.54 -0.58
C2 -0.70 0.01 -0.25
H2 0.57 -2.10 1.17
O1 -0.07 1.98 -1.36
H3 -1.62 2.34 -0.39
H4 1.49 0.42 -0.32
H5 1.06 -0.56 1.93
H6 1.06 -1.14 -1.06
C3 0.78 -0.42 -0.29
O2 -0.87 -0.54 1.06
C4 0.50 -1.00 1.09

The HOMO energy is -9.5892 eV. The value obtained for the orbital gap is 10.46 eV. The energy above the lowest of the compared OMol25 structures with the same formula, charge and spin is 56.5 kcal/mol. As for the SMILES: O=C[C@H]1CCO1. The calculation puts the energy at -8338.010 eV.

natural (NBO) population analysis, charges in e, atoms 1 to 8: atom 1 (H): 0.193, atom 2 (C): 0.375, atom 3 (C): 0.020, atom 4 (H): 0.175, atom 5 (O): -0.525, atom 6 (H): 0.159, atom 7 (H): 0.230, atom 8 (H): 0.176

---

energy of number 3 (C4H11NP)?
-15094.815 eV